Entry 1:
{"formula": "C36H52N12O12P", "method": "ωB97M-V with the def2-TZVPD basis set", "symbols": ["P", "O", "O", "O", "O", "O", "O", "O", "O", "O", "O", "O", "O", "N", "N", "N", "N", "N", "N", "N", "N", "N", "N", "N", "N", "C", "C", "C", "C", "C", "C", "C", "C", "C", "C", "C", "C", "C", "C", "C", "C", "C", "C", "C", "C", "C", "C", "C", "C", "C", "C", "C", "C", "C", "C", "C", "C", "C", "C", "C", "C", "H", "H", "H", "H", "H", "H", "H", "H", "H", "H", "H", "H", "H", "H", "H", "H", "H", "H", "H", "H", "H", "H", "H", "H", "H", "H", "H", "H", "H", "H", "H", "H", "H", "H", "H", "H", "H", "H", "H", "H", "H", "H", "H", "H", "H", "H", "H", "H", "H", "H", "H", "H"], "coordinates": [[-0.049637, -0.012991, -0.079177], [0.314363, -5.005991, -2.692177], [-1.296637, 0.231009, -0.746177], [0.345363, 1.143009, 0.779823], [0.062363, -1.257991, 0.695823], [-3.300637, 0.675009, 4.986823], [1.665363, 3.696009, -3.083177], [0.154363, 3.165009, -4.554177], [-2.989637, 2.531009, 3.857823], [3.926363, -3.904991, 0.465823], [0.966363, -0.141991, -1.265177], [1.026363, -5.397991, -0.692177], [4.507363, -2.577991, 2.236823], [3.424363, 1.181009, -1.517177], [2.017363, -0.960991, -3.325177], [0.443363, -4.650991, -1.536177], [-2.335637, -2.544991, 1.087823], [0.627363, 3.124009, -3.467177], [-2.144637, -0.470991, -3.069177], [1.478363, 1.615009, 3.059823], [3.848363, -2.805991, 1.181823], [-0.264637, 3.628009, 0.775823], [-3.547637, 1.262009, -0.348177], [-2.887637, 1.276009, 4.046823], [0.555363, -2.697991, 2.668823], [1.310363, 2.657009, 3.932823], [0.333363, -3.468991, 4.871823], [-2.747637, -3.069991, 2.228823], [2.487363, 2.579009, 4.858823], [3.372363, -2.101991, -4.761177], [-4.572637, 0.697009, 0.333823], [-4.574637, -2.928991, 0.497823], [3.045363, 1.170009, 4.716823], [-1.429637, -1.398991, -3.800177], [-1.849637, 0.584009, 3.155823], [1.763363, -0.279991, -4.435177], [2.188363, 0.568009, 3.602823], [-2.412637, -1.678991, -5.074177], [-0.007637, -3.312991, -1.062177], [0.354363, -2.238991, 3.917823], [-1.026637, 5.774009, 1.373823], [-3.309637, 0.060009, -3.670177], [0.663363, 4.540009, 0.270823], [4.563363, 0.696009, -2.066177], [2.958363, -1.981991, -3.322177], [3.185363, -1.663991, 0.521823], [-0.097637, 2.464009, -2.370177], [-4.287637, -3.412991, 1.948823], [-5.068637, 3.067009, -0.230177], [-1.404637, 4.210009, 1.356823], [5.652363, 1.691009, -1.574177], [0.671363, -4.717991, 3.898823], [-3.697637, 2.579009, -0.719177], [-5.616637, 1.840009, 0.528823], [0.227363, 5.913009, 0.668823], [0.962363, -4.017991, 2.524823], [-3.462637, -0.671991, -4.999177], [2.594363, -0.996991, -5.391177], [-3.245637, -2.229991, 0.076823], [3.580363, 2.222009, -0.617177], [4.951363, 2.733009, -0.681177], [1.210363, 0.547009, -4.399177], [2.759363, -0.784991, -6.528177], [-2.949637, 3.243009, -1.430177], [-3.992637, 0.756009, -3.260177], [2.969363, -1.026991, 1.187823], [0.633363, -2.066991, 1.800823], [-2.078637, 3.612009, 1.688823], [-1.683637, -0.444991, 3.723823], [0.391363, -2.536991, -1.627177], [1.044363, 1.563009, 2.093823], [-0.162637, 2.553009, 0.849823], [0.183363, -1.261991, 4.084823], [2.806363, 3.368009, 5.601823], [3.627363, 0.660009, 5.393823], [4.155363, -2.910991, -5.116177], [2.745363, 2.726009, 0.121823], [0.560363, 2.240009, -1.486177], [1.580363, 4.074009, -0.200177], [0.953363, 3.534009, 3.599823], [-5.586637, -3.004991, 0.039823], [-6.616637, 1.600009, 0.923823], [-1.081637, -3.281991, -1.177177], [-0.990637, 2.917009, -2.044177], [-0.895637, 1.123009, 3.146823], [2.059363, -0.521991, 3.238823], [-4.977637, -3.778991, 2.704823], [-1.349637, -2.034991, 0.969823], [-2.040637, -3.227991, 3.023823], [1.185363, -4.306991, 1.571823], [5.355363, 3.651009, -0.275177], [-1.794637, -0.164991, -2.059177], [0.691363, -5.800991, 4.038823], [0.365363, -3.514991, 5.966823], [3.187363, -2.548991, -2.513177], [-0.552637, -1.619991, -3.638177], [3.855363, -1.432991, -0.176177], [-2.595637, 0.732009, -0.540177], [6.642363, 1.606009, -1.760177], [0.883363, 6.725009, 0.256823], [-5.565637, 3.885009, -0.665177], [2.551363, 0.738009, -1.641177], [-2.085637, 0.557009, 2.116823], [-4.306637, -0.563991, -5.551177], [-2.275637, -2.374991, -5.836177], [-4.697637, -0.324991, 0.712823], [0.128363, -3.288991, -0.152177], [4.622363, -0.197991, -2.694177], [2.350363, -2.076991, -0.101177], [-1.674637, 6.462009, 2.019823], [-0.485637, 1.399009, -2.925177], [-3.101637, -1.578991, -0.716177], [1.445363, -0.554991, -2.347177]], "atomic_forces_ev_per_a": [[6.1, 0.5, -1.5], [-0.4, 0.7, 0.5], [-5.6, 0.5, -1.8], [0.4, 1.6, 1.1], [-0.8, -2.7, 1.7], [-1.1, -0.4, 0.7], [-0.8, -0.6, -1.3], [-0.4, 0.0, -1.8], [-0.5, -3.0, 0.4], [-0.3, 3.9, 3.2], [0.3, 0.3, 0.8], [-1.4, 1.8, -1.3], [-2.2, -1.1, -2.9], [1.0, 0.7, 1.5], [-0.2, -0.3, 4.3], [1.9, -2.1, 0.8], [1.8, 3.6, -2.4], [1.4, 1.8, 3.6], [-0.4, 0.9, -0.2], [-1.3, -1.5, 1.2], [2.8, -3.0, -0.4], [-1.6, 1.6, 0.4], [1.2, 0.0, -0.6], [2.7, 3.6, -1.8], [2.4, -0.8, -0.6], [6.8, -2.1, 1.9], [1.4, -0.3, -5.6], [-6.1, -1.5, -1.8], [-1.6, -2.6, -0.8], [-1.3, 1.1, 2.7], [-3.8, 5.1, 0.8], [4.2, 0.9, 3.6], [-5.8, 2.5, -3.8], [-14.6, 2.8, -5.5], [0.6, -2.1, 2.4], [5.5, -6.4, -2.3], [2.6, 1.4, 1.7], [1.4, 4.2, 4.8], [-2.7, -2.3, -7.7], [0.1, -8.0, 2.4], [-1.4, -3.8, 0.3], [2.4, -4.3, -3.7], [-1.5, 0.5, 1.8], [3.7, 4.4, 2.1], [-1.4, 2.7, -7.1], [-1.8, -7.1, -3.1], [0.1, -5.3, -1.2], [4.0, 2.2, -2.6], [3.3, -6.4, 0.7], [9.2, 8.1, -3.2], [-7.2, -0.4, 0.9], [0.5, 6.2, -2.1], [-3.1, 2.1, 0.0], [3.6, -0.9, -2.8], [0.5, -3.4, -1.0], [-3.4, 0.1, 7.5], [4.4, -0.6, 5.9], [1.2, -0.3, -2.1], [-4.5, -5.1, 4.2], [1.3, 2.8, 0.8], [-1.5, -4.9, -2.6], [-2.2, 3.0, -0.4], [-0.6, -0.2, 2.3], [-1.9, -2.3, 2.2], [-0.1, 0.5, 0.8], [-1.7, 5.1, 4.6], [-0.6, -0.2, 1.1], [-4.6, -3.2, 2.4], [-0.6, 2.0, -1.8], [1.1, 1.1, -1.0], [0.0, -0.6, 0.8], [0.3, 1.0, -1.0], [-0.5, 3.0, 0.8], [-0.5, -1.2, -0.9], [1.3, -1.0, 1.2], [-1.9, 2.1, 0.3], [2.0, -2.0, -2.5], [-0.6, 0.3, -1.4], [-1.3, 1.4, 0.4], [-1.7, 2.9, -1.2], [1.2, 0.4, 0.2], [0.6, 0.6, -0.2], [-0.4, -0.1, -0.5], [-0.8, 1.2, -0.1], [-0.5, 0.3, 0.7], [0.7, 2.3, 0.5], [0.1, -0.1, -0.4], [-1.6, -1.0, 0.4], [-0.2, -0.2, 0.3], [0.5, -1.4, -2.2], [-0.1, -0.4, 0.2], [-0.2, -0.4, -1.8], [0.2, 0.6, 0.3], [-0.3, 0.2, -0.7], [0.5, -1.5, 2.3], [8.7, -2.6, 1.9], [3.0, 1.8, -2.6], [-1.1, 0.9, 0.6], [2.9, -0.1, -0.7], [-1.2, -0.4, 1.0], [-0.5, 1.1, 0.1], [-1.4, -0.7, 0.3], [-1.0, -0.4, -0.6], [-2.2, 0.2, -1.8], [0.5, -0.9, -1.1], [0.7, 0.6, -0.4], [2.0, 0.4, 8.8], [-0.2, 0.6, 0.2], [0.4, 0.5, 1.1], [1.2, -0.7, -1.5], [1.2, 2.9, 1.9], [0.8, 0.7, -1.3], [0.6, -1.1, -0.8]], "orbital_gap_ha": 0.25128, "homo_ev": -1.06, "multiplicity": 1, "total_charge": -3, "relative_energy_ev": 1.618, "total_energy_ha": -3303.40547, "fmax_ev_per_a": 15.8}

***

Entry 2:
{"formula": "C4H8O", "method": "ωB97M-V with the def2-TZVPD basis set", "symbols": ["O", "C", "C", "C", "C", "H", "H", "H", "H", "H", "H", "H", "H"], "coordinates": [[2.078468, 0.592070, -0.167691], [-1.227738, -0.052287, 0.212463], [-0.358357, 0.623874, -0.873580], [0.031128, -0.214251, 1.096624], [0.906818, 0.221793, -0.093242], [-0.507383, 0.358110, -1.923470], [-1.645366, -1.009319, -0.114890], [-0.344534, 1.714367, -0.778524], [0.198423, -1.158654, 1.621247], [1.701933, -0.909102, -0.692466], [1.026487, -1.343735, -0.756787], [0.161271, 0.615565, 1.798072], [-2.037696, 0.552984, 0.631070]], "atomic_forces_ev_per_a": [[-0.7, 1.3, 0.7], [0.0, 0.0, 0.0], [0.1, 0.2, -0.1], [0.2, 0.1, 0.2], [0.5, 2.1, 0.8], [0.2, 0.0, 0.2], [0.1, 0.2, 0.1], [-0.2, 0.0, -0.1], [0.1, 0.2, -0.2], [-1.2, -2.7, -0.9], [0.9, -1.1, -0.6], [-0.2, -0.1, 0.2], [0.2, -0.1, -0.1]], "orbital_gap_ha": 0.37882, "homo_ev": -9.39, "multiplicity": 1, "relative_energy_ev": 3.693, "total_energy_ha": -232.30991, "fmax_ev_per_a": 3.1}

***

Entry 3:
{"formula": "C4H13NO2", "method": "ωB97M-V with the def2-TZVPD basis set", "symbols": ["O", "O", "N", "C", "C", "C", "C", "H", "H", "H", "H", "H", "H", "H", "H", "H", "H", "H", "H", "H"], "coordinates": [[3.075319, 0.376943, 0.921017], [-1.188571, -0.023478, -2.279891], [0.110626, 0.114534, 1.071680], [-0.478907, 0.540329, -0.165083], [0.103318, -1.293897, 1.465049], [-1.952029, 0.840638, 0.071568], [-0.166342, -0.383037, -1.387798], [-1.053259, -0.147287, -3.191513], [0.906527, -0.306100, -1.751715], [-2.493932, 1.289743, -0.789999], [0.517796, -1.306627, 2.491705], [3.785496, 0.134283, 1.528683], [-0.106216, -1.461252, -1.202897], [-1.044319, -1.624024, 1.474480], [-0.361919, 0.728603, 1.757460], [2.301943, -0.167344, 1.269508], [0.682008, -1.991234, 0.821379], [-1.656437, 1.551096, 0.844762], [0.038430, 1.453438, -0.411485], [-2.420737, -0.006950, 0.626441]], "atomic_forces_ev_per_a": [[-1.0, -1.3, 1.0], [-0.7, 0.3, 1.0], [1.0, 0.2, 0.8], [0.8, -1.7, -2.0], [-2.9, 0.1, 0.4], [0.7, 0.0, 0.6], [1.3, -0.2, 0.3], [0.8, -0.5, -1.5], [-1.1, 1.0, 0.1], [0.3, -0.5, 1.0], [-0.4, -0.4, -0.5], [0.1, 0.1, -0.2], [-1.1, -0.1, 0.5], [2.4, -0.2, 0.2], [0.9, -1.1, 0.1], [1.0, 1.4, -0.9], [-0.3, 0.8, 0.3], [-1.7, 0.9, 0.1], [-0.1, 0.6, -0.3], [-0.1, 0.6, -0.9]], "orbital_gap_ha": 0.34892, "homo_ev": -8.67, "multiplicity": 1, "relative_energy_ev": 2.149, "total_energy_ha": -365.36350, "fmax_ev_per_a": 2.9, "smiles": "CN[C@H](C)CO.O"}

***

Entry 4:
{"formula": "C28H35BINO3", "method": "ωB97M-V with the def2-TZVPD basis set", "symbols": ["I", "O", "O", "O", "N", "C", "C", "C", "C", "C", "C", "C", "C", "C", "C", "C", "C", "C", "C", "C", "C", "C", "C", "C", "C", "C", "C", "C", "C", "C", "C", "C", "C", "B", "H", "H", "H", "H", "H", "H", "H", "H", "H", "H", "H", "H", "H", "H", "H", "H", "H", "H", "H", "H", "H", "H", "H", "H", "H", "H", "H", "H", "H", "H", "H", "H", "H", "H", "H"], "coordinates": [[-2.005171, 4.302815, 0.468310], [0.277470, 0.141881, -2.162780], [-0.454394, -0.496782, -0.135461], [-6.823008, 0.136800, -1.830105], [-4.721151, -0.458854, -0.980953], [6.782181, -0.842698, 3.148056], [-0.651722, 1.254214, -2.246480], [4.105763, -4.206895, 3.379248], [-1.934009, 2.511411, -4.047274], [-2.865347, -1.594582, -1.957538], [2.955519, -3.053754, 5.147609], [-4.014802, -0.866411, -2.164929], [-4.367132, 2.170466, 0.027575], [2.034469, -3.073135, 2.926391], [-3.617575, -1.069311, -4.489610], [-5.812312, 0.450572, -1.232476], [-3.572206, 3.406853, -2.294656], [-2.104438, -2.075929, -2.982049], [-0.637078, 1.756540, -3.686103], [7.668865, 0.063025, 3.715152], [7.207223, 1.016770, 4.611814], [3.108248, -3.836500, 2.487639], [1.956064, -2.685418, 4.257235], [-5.709028, 1.875749, -0.684569], [4.971022, 0.167002, 4.363924], [5.858505, 1.067294, 4.937566], [-2.236249, 3.667075, -3.049103], [4.031775, -3.811649, 4.707785], [0.480026, -0.234264, -0.867089], [5.433298, -0.790192, 3.470977], [1.901265, -0.351914, -0.370254], [-2.500481, -1.821743, -4.279446], [-4.384482, -0.583073, -3.461504], [-3.441973, 3.193606, -0.737376], [-1.399146, 3.761182, -2.355963], [3.918056, 0.209646, 4.612996], [-1.935946, -2.213252, -5.116597], [2.541807, -0.923610, -1.045005], [8.720240, 0.024865, 3.459002], [-5.263706, 0.011476, -3.670200], [1.115833, -2.094703, 4.600035], [-2.552382, -1.789926, -0.936205], [-3.795886, 1.271259, 0.279850], [-1.788596, 2.950374, -5.039294], [-2.740090, 1.776161, -4.121053], [-0.253732, 2.029127, -1.581422], [-2.323409, 4.625026, -3.566110], [4.814029, -4.094104, 5.400680], [-3.892535, -0.876165, -5.521225], [1.862531, -0.909730, 0.565894], [-1.640840, 0.936668, -1.901343], [-5.989821, 2.603942, -1.445118], [-0.553288, 0.885381, -4.341304], [7.898828, 1.720978, 5.056929], [7.143022, -1.590590, 2.452716], [0.190253, 2.455527, -3.834559], [3.167778, -4.141688, 1.450251], [4.741589, -1.495347, 3.027630], [4.943105, -4.802587, 3.037812], [2.330843, 0.625527, -0.141757], [-4.275631, 4.247323, -2.410690], [-6.495978, 1.936244, 0.075772], [1.256894, -2.780905, 2.230979], [5.498773, 1.809754, 5.638971], [-1.223125, -2.659902, -2.747616], [-5.145922, -1.279666, -0.554698], [-4.085812, 2.537593, -2.719537], [-4.603355, 2.654117, 0.985855], [2.896482, -2.748962, 6.184793]], "atomic_forces_ev_per_a": [[-0.2, -0.2, -0.3], [0.7, 0.4, 0.7], [0.6, 0.5, -0.5], [0.8, -0.2, 0.6], [-0.9, 0.1, -0.3], [0.0, 0.0, 0.0], [0.3, 0.1, -0.3], [0.0, 0.0, 0.0], [0.8, 0.3, 0.0], [0.4, -0.4, 1.4], [0.0, 0.0, 0.0], [0.0, 0.1, 0.4], [-0.2, 1.5, 0.1], [0.0, 0.0, 0.0], [-0.2, 0.2, -1.4], [-1.2, 0.7, -0.7], [0.7, 0.2, 0.7], [0.3, -0.4, -0.2], [-0.8, 0.1, 0.1], [0.0, 0.0, 0.0], [0.0, 0.0, 0.0], [0.0, 0.0, 0.0], [0.0, 0.0, 0.0], [0.8, -0.9, 0.8], [0.0, 0.0, 0.0], [0.0, 0.0, 0.0], [-0.8, -0.4, -0.4], [0.0, 0.0, 0.0], [-0.9, -0.7, 0.6], [0.0, 0.0, 0.0], [-0.1, -0.5, 0.0], [0.9, -0.5, -0.2], [-0.7, 0.7, 0.2], [-0.3, -0.6, -0.2], [-0.1, 0.1, 0.0], [0.0, 0.0, 0.0], [0.0, 0.1, 0.0], [0.0, 0.4, -0.2], [0.0, 0.0, 0.0], [0.0, -0.1, 0.0], [0.0, 0.0, 0.0], [-0.1, 0.1, -0.1], [-0.1, 0.0, -0.1], [-0.1, -0.2, 0.0], [-0.1, 0.2, 0.1], [-0.3, -0.1, 0.1], [0.2, -0.1, -0.1], [0.0, 0.0, 0.0], [-0.2, 0.1, 0.1], [-0.1, 0.1, 0.0], [0.1, 0.0, -0.1], [0.1, -0.2, -0.1], [0.2, 0.1, 0.0], [0.0, 0.0, 0.0], [0.0, 0.0, 0.0], [0.2, -0.4, 0.0], [0.0, 0.0, 0.0], [0.0, 0.0, 0.0], [0.0, 0.0, 0.0], [0.0, 0.0, -0.3], [0.1, 0.0, 0.0], [-0.1, -0.1, -0.2], [0.0, 0.0, 0.0], [0.0, 0.0, 0.0], [0.0, 0.0, -0.1], [0.2, -0.1, 0.0], [0.0, 0.1, 0.0], [0.2, -0.2, 0.0], [0.0, 0.0, 0.0]], "orbital_gap_ha": 0.34152, "homo_ev": -8.85, "multiplicity": 1, "total_energy_ha": -1690.97912, "fmax_ev_per_a": 1.6, "smiles": "CC(=O)OCCCCCB(I)CCC(=O)Nc1ccccc1.c1ccccc1.c1ccccc1"}